C20H14Br2NO5 | ωB97M-V/def2-TZVPD

Last column: Mulliken charge in e.
Geometry (Å):
C: -3.74 0.74 -2.91  -0.54
C: -4.32 0.24 -4.05  -0.26
C: -3.98 -1.05 -4.53  0.01
N: -4.52 -1.54 -5.74  0.92
O: -4.17 -2.68 -6.12  -0.66
O: -5.32 -0.82 -6.39  -0.67
C: -3.07 -1.85 -3.79  -0.28
C: -2.48 -1.37 -2.65  -0.37
C: -2.62 0.04 -2.25  -0.03
O: -1.81 0.62 -1.49  -0.64
H: -4.03 1.71 -2.52  0.36
H: -5.04 0.83 -4.61  0.38
H: -2.84 -2.84 -4.16  0.38
H: -1.81 -2.00 -2.07  0.39
C: 1.31 0.45 6.88  -0.79
O: 0.92 1.49 5.96  -0.45
C: 0.84 1.24 4.62  0.87
C: 1.15 -0.02 4.04  -0.32
C: 1.13 -0.14 2.67  -0.86
C: 0.72 0.92 1.82  0.36
C: 0.76 0.76 0.39  -0.89
C: 1.82 0.18 -0.30  0.80
C: 1.73 -0.01 -1.73  -0.36
C: 2.76 -0.50 -2.47  -0.34
Br: 2.64 -0.72 -4.34  -0.15
C: 4.05 -0.94 -1.82  0.71
O: 4.98 -1.44 -2.46  -0.65
C: 4.12 -0.72 -0.35  -0.68
Br: 5.73 -1.21 0.52  -0.18
C: 3.07 -0.18 0.33  -0.12
C: 0.32 2.15 2.43  -0.43
C: 0.45 2.33 3.79  -0.67
H: 1.26 0.93 7.86  0.24
H: 0.61 -0.40 6.85  0.32
H: 2.33 0.10 6.70  0.33
H: 1.44 -0.87 4.67  0.34
H: 1.47 -1.07 2.21  0.57
H: -0.07 1.14 -0.22  0.54
H: 0.81 0.28 -2.22  0.38
H: 3.19 -0.03 1.40  0.63
H: -0.01 2.97 1.79  0.42
H: 0.22 3.28 4.27  0.38

## Properties
* total charge: -1
* gap between HOMO and LUMO: 5.19 eV
* calculated total energy: -172777.6251 eV
* largest force on an atom: 0.043 hartree/bohr
* HOMO level: -4.2278 eV
* lowest unoccupied orbital energy: 0.9615 eV


C20H14BrGeIrN2O4S | ωB97M-V/def2-TZVPD

Last column: Mulliken charge in e.
Geometry (Å):
Ir: 0.52 0.57 0.95  1.94
O: -1.92 3.42 -0.58  -0.63
C: -1.26 2.65 0.07  0.12
O: -0.68 1.57 -0.40  -0.62
C: -1.00 2.85 1.54  0.50
C: -1.63 3.74 2.39  -0.54
C: -1.29 3.72 3.73  -0.31
C: -0.31 2.85 4.20  -0.56
C: 0.28 1.98 3.30  0.43
N: -0.08 2.02 2.02  -0.09
C: 1.33 0.92 3.62  0.47
O: 1.86 0.88 4.69  -0.64
O: 1.56 0.13 2.60  -0.76
H: -2.38 4.40 1.97  0.50
H: -1.78 4.39 4.42  0.44
H: -0.01 2.79 5.23  0.52
S: -3.44 -1.35 2.86  -0.41
C: -2.08 -0.76 2.23  0.38
N: -1.10 -0.34 1.75  -0.99
Ge: -0.45 -0.59 -1.19  0.68
C: 0.25 -0.10 -2.90  0.25
C: -0.65 0.45 -3.80  -0.43
C: -0.25 0.77 -5.09  -0.67
C: 1.07 0.57 -5.47  -0.40
C: 1.98 0.03 -4.57  -0.75
C: 1.58 -0.30 -3.29  0.10
C: 0.10 -2.25 -0.37  0.61
C: -0.91 -3.15 -0.02  -0.69
C: -0.57 -4.34 0.61  -0.61
C: 0.75 -4.61 0.93  -0.47
C: 1.75 -3.71 0.60  -0.82
C: 1.43 -2.52 -0.04  0.51
H: -1.96 -0.47 -1.23  -0.15
H: -1.68 0.62 -3.50  0.34
H: -0.96 1.19 -5.79  0.38
H: 1.39 0.83 -6.47  0.38
H: 3.01 -0.13 -4.87  0.39
H: 2.30 -0.70 -2.59  0.28
H: -1.95 -2.93 -0.23  0.39
H: -1.35 -5.04 0.87  0.40
H: 1.00 -5.53 1.44  0.39
H: 2.78 -3.91 0.86  0.41
H: 2.21 -1.82 -0.29  0.19
Br: 2.52 1.19 -0.21  -0.46

## Properties
* gap between HOMO and LUMO: 6.00 eV
* calculated total energy: -172370.3467 eV
* largest force on an atom: 0.026 hartree/bohr
* HOMO level: -8.3877 eV
* lowest unoccupied orbital energy: -2.3911 eV